Entry from the OMol25 dataset: C27H19Cl2F6N3O5PS2W as an isolated structure (ωB97M-V with the def2-TZVPD basis set).

HOMO energy = -17.50 eV
Total charge = +3
Spin multiplicity = 1
Lowest unoccupied orbital energy = -10.889 eV
F_max = 0.73 eV Å⁻¹
E_tot = -4304.07283 Ha

XYZ file:
```
66
Properties=species:S:1:pos:R:3:forces:R:3
W -0.8206 0.6726 -0.4250 -0.66 -0.27 0.15
F -5.2073 0.4235 -1.6668 0.02 0.00 0.04
C -4.4494 1.0628 -0.8194 -0.09 -0.01 -0.07
F -5.1634 1.7113 0.0656 0.00 0.01 0.00
F -3.6570 0.1759 -0.1616 0.02 0.03 0.04
S -3.3608 2.2883 -1.7526 0.17 0.11 0.05
O -2.0017 1.5889 -1.8213 0.04 0.04 -0.01
O -3.9503 2.5322 -3.0031 0.05 0.00 0.03
N -3.2224 3.5215 -0.8051 0.10 -0.10 -0.05
S -2.0554 3.5127 0.2359 -0.08 -0.18 0.09
O -1.8601 2.0478 0.7057 -0.12 0.26 -0.04
O -0.8511 4.1722 -0.1089 0.05 -0.01 0.01
C -2.8096 4.2697 1.7716 -0.03 -0.04 -0.04
F -3.0573 5.5215 1.5132 0.00 0.02 0.01
F -3.9059 3.6017 2.0649 0.01 0.00 0.00
F -1.9134 4.1318 2.7294 0.02 0.01 -0.01
O -2.7594 -0.6957 -2.4705 0.04 -0.01 0.01
N -1.6341 -1.1257 -1.7857 -0.03 -0.03 0.03
C -1.2382 -2.3035 -2.1094 0.02 -0.02 0.01
C -0.1097 -3.0961 -1.6489 -0.08 0.03 -0.05
C 0.0756 -4.2976 -2.3278 0.05 -0.04 0.02
C 1.1205 -5.1547 -1.9921 -0.04 0.02 -0.03
C 1.9819 -4.8199 -0.9656 0.03 0.01 0.03
C 1.8092 -3.6238 -0.2685 -0.02 -0.01 -0.03
C 0.7709 -2.7638 -0.6042 0.02 -0.05 0.01
P 0.5719 -1.2968 0.3696 0.17 0.05 -0.25
C 2.0622 -0.8688 1.2292 0.06 0.02 0.01
C 3.1888 -0.5432 0.4632 0.00 0.00 -0.01
C 4.3727 -0.2242 1.1028 -0.01 0.00 0.03
C 4.4317 -0.2244 2.4937 0.02 0.01 -0.01
C 3.3168 -0.5586 3.2509 -0.03 -0.01 0.00
C 2.1240 -0.8864 2.6246 0.02 0.00 0.01
C -0.8461 -1.3219 1.4265 0.02 -0.06 -0.09
C -1.0772 -0.0412 1.9836 -0.12 0.10 0.37
C -2.2907 0.1883 2.6819 0.02 -0.06 -0.02
C -3.2192 -0.8147 2.7809 0.00 -0.04 -0.03
C -2.9925 -2.0607 2.1625 0.01 0.04 0.00
C -1.8336 -2.3094 1.4534 -0.03 0.00 0.08
H -3.0735 -1.4092 -3.0516 -0.02 0.02 -0.01
H -1.8301 -2.8134 -2.8700 0.01 -0.01 0.00
H -0.5974 -4.5721 -3.1307 0.00 0.00 0.00
H 1.2498 -6.0805 -2.5361 0.00 0.00 0.00
H 2.7930 -5.4824 -0.6947 0.00 0.00 0.00
H 2.4885 -3.3727 0.5353 0.01 0.00 0.00
H 3.1519 -0.5646 -0.6211 -0.01 0.00 0.00
H 5.2538 0.0141 0.5222 0.00 0.00 0.00
H 5.3605 0.0227 2.9909 0.00 0.00 0.00
H 3.3798 -0.5804 4.3303 0.00 0.00 0.00
H 1.2675 -1.1746 3.2212 0.00 0.00 0.00
H -0.2445 0.6268 2.2012 0.03 -0.02 -0.11
H -2.4506 1.1378 3.1731 0.01 0.01 0.00
H -4.1275 -0.6599 3.3481 0.00 -0.01 0.00
H -3.7374 -2.8414 2.2540 -0.01 0.01 0.01
H -1.6681 -3.2685 0.9796 0.01 0.00 -0.01
Cl 0.5891 0.5873 -2.7624 0.19 -0.03 -0.06
C 1.9028 1.6080 -2.1984 -0.03 -0.05 -0.11
C 2.9728 1.9647 -2.9731 0.01 0.03 0.07
C 3.9260 2.7955 -2.3700 0.01 -0.01 -0.03
C 3.8114 3.2302 -1.0564 -0.02 -0.02 0.01
C 2.7191 2.8504 -0.2874 0.06 0.06 0.01
Cl 2.5412 3.3276 1.3419 0.00 -0.01 -0.03
C 1.7531 2.0369 -0.8741 -0.15 -0.07 0.07
N 0.6108 1.5946 -0.2644 0.28 0.32 -0.09
H 3.0737 1.6453 -4.0006 0.00 0.00 0.00
H 4.7783 3.1138 -2.9560 0.00 0.00 0.01
H 4.5667 3.8719 -0.6234 0.00 0.00 0.00
```
Forces are in eV/Å.